Entry i
Formula: CH2O2S
Source: the OMol25 dataset
Level of theory: ωB97M-V/def2-TZVPD

## Properties
Lowest unoccupied orbital energy (alpha / beta), Eh: -0.083 / -0.079
Frontier orbital gap (alpha / beta), eV: 8.131 / 7.774
HOMO (alpha / beta), eV: -10.401 / -9.918
Structure (SMILES): C=S(=O)=O

Structure (XYZ):
```
6
Properties=species:S:1:pos:R:3:lowdin_charge:R:1
S 0.9342 -0.0555 -0.2204 0.79
O 1.6596 1.1885 -0.0773 -0.38
O 1.5812 -1.2665 0.1966 -0.37
C -1.1100 0.1028 0.3604 -0.01
H -1.3406 -0.8861 -0.0691 -0.05
H -1.7243 0.9169 -0.1901 0.01
```

Entry ii
Formula: CH2O2S
Source: the OMol25 dataset
Level of theory: ωB97M-V/def2-TZVPD

## Properties
Lowest unoccupied orbital energy (alpha / beta), Eh: -0.095 / -0.023
Frontier orbital gap (alpha / beta), eV: 7.309 / 9.582
HOMO (alpha / beta), eV: -9.881 / -10.204

Structure (XYZ):
```
6
Properties=species:S:1:pos:R:3:lowdin_charge:R:1
S 0.5982 -1.7303 0.1309 0.68
O 0.2244 1.0569 0.2418 -0.24
O 1.5038 1.0920 0.0029 -0.06
C -0.4332 -0.2377 0.0052 -0.57
H -0.6515 0.0472 -1.0961 0.12
H -1.2417 -0.2283 0.7154 0.07
```

Most favorable structure: entry i. The second most favorable one is 33.4 kcal/mol above it.

Entry i
Formula: CH2O2S
Source: the OMol25 dataset
Level of theory: ωB97M-V/def2-TZVPD

## Properties
Lowest unoccupied orbital energy, Eh: 0.006
Frontier orbital gap, eV: 10.178
HOMO, eV: -10.010
Structure (SMILES): O=COS

Structure (XYZ):
```
6
Properties=species:S:1:pos:R:3:lowdin_charge:R:1
S 1.7391 -0.0569 -0.3611 0.82
O -1.8787 0.2839 -0.4853 0.09
O 0.1643 -0.1896 -0.8590 -0.49
C -0.7738 0.2854 -0.0332 -0.45
H 1.3753 -0.7961 0.7340 -0.09
H -0.6262 0.4733 1.0046 0.12
```

Entry ii
Formula: CH2O2S
Source: the OMol25 dataset
Level of theory: ωB97M-V/def2-TZVPD

## Properties
Lowest unoccupied orbital energy (alpha / beta), Eh: -0.006 / -0.006
Frontier orbital gap (alpha / beta), eV: 8.505 / 8.505
HOMO (alpha / beta), eV: -8.663 / -8.663

Structure (XYZ):
```
6
Properties=species:S:1:pos:R:3:lowdin_charge:R:1
S -1.2455 -0.2918 -0.8520 0.92
O -1.1408 -1.7400 -0.7692 -0.62
O 0.5752 1.3825 0.1407 -0.11
C -0.0093 0.1090 0.1783 -0.43
H 1.4478 1.3423 0.7193 0.17
H 0.3725 -0.8019 0.5828 0.07
```

Entry iii
Formula: CH2O2S
Source: the OMol25 dataset
Level of theory: ωB97M-V/def2-TZVPD

## Properties
Lowest unoccupied orbital energy, Eh: 0.000
Frontier orbital gap, eV: 8.707
HOMO, eV: -8.700

Structure (XYZ):
```
6
Properties=species:S:1:pos:R:3:lowdin_charge:R:1
S -2.0035 -0.8728 0.0577 0.87
O -1.2779 1.2804 0.2245 -0.22
O -2.4964 0.6738 -0.2089 -0.51
C -0.4063 0.0359 -0.0244 -0.33
H -0.0438 -0.1251 -1.0422 0.07
H 0.2684 -0.0910 0.9075 0.11
```

Entry iv
Formula: CH2O2S
Source: the OMol25 dataset
Level of theory: ωB97M-V/def2-TZVPD

## Properties
Lowest unoccupied orbital energy (alpha / beta), Eh: -0.067 / -0.067
Frontier orbital gap (alpha / beta), eV: 8.296 / 8.294
HOMO (alpha / beta), eV: -10.116 / -10.114

Structure (XYZ):
```
6
Properties=species:S:1:pos:R:3:lowdin_charge:R:1
S -2.0539 -0.0289 0.1362 0.64
O -2.5994 -1.2951 -0.0339 -0.31
O -2.8171 1.1678 -0.0950 -0.34
C -0.4541 0.1510 -0.4812 -0.21
H 0.6930 -0.4569 0.4627 0.20
H -0.2489 1.2956 -0.6206 0.02
```

Most favorable structure: entry i. The second most favorable one is 23.8 kcal/mol above it.

Entry i
Formula: C4H15N2O2
Source: the OMol25 dataset
Level of theory: ωB97M-V/def2-TZVPD

## Properties
Lowest unoccupied orbital energy, Eh: -0.114
Frontier orbital gap, eV: 10.844
HOMO, eV: -13.948
Net charge: +1

Structure (XYZ):
```
23
Properties=species:S:1:pos:R:3:lowdin_charge:R:1
O -0.0319 -0.2537 3.2190 -0.03
O -2.3759 -1.2069 -1.8241 -0.04
N 1.9726 0.1513 0.2058 0.12
N 0.3115 1.2619 -1.5881 0.00
C -1.0631 0.7094 -1.5601 -0.21
C -1.0341 -0.7748 -1.8638 -0.27
C 0.5363 0.5012 2.1843 -0.26
C 1.3498 -0.5028 1.3864 -0.15
H 1.2300 0.6127 -0.5369 0.09
H 1.1868 1.2944 2.5711 0.13
H -0.6006 -0.9360 -2.8600 0.13
H 0.2943 2.2654 -1.4337 0.12
H 2.5550 -0.5158 -0.3065 0.16
H -1.7065 1.2130 -2.2783 0.13
H -0.2252 0.9668 1.5520 0.11
H 2.6028 0.8994 0.4886 0.15
H -0.5042 0.3232 3.8277 0.11
H 2.1191 -0.9351 2.0235 0.14
H -2.4039 -2.1692 -1.9066 0.11
H 0.6896 -1.2873 1.0189 0.13
H -1.4780 0.8634 -0.5720 0.11
H -0.4348 -1.2979 -1.1175 0.10
H 0.7131 1.1231 -2.5110 0.11
```

Entry ii
Formula: C4H15N2O2
Source: the OMol25 dataset
Level of theory: ωB97M-V/def2-TZVPD

## Properties
Lowest unoccupied orbital energy, Eh: -0.271
Frontier orbital gap, eV: 6.414
HOMO, eV: -13.797
Net charge: +1

Structure (XYZ):
```
23
Properties=species:S:1:pos:R:3:lowdin_charge:R:1
O -2.2257 2.1794 1.2195 -0.05
O -0.4650 0.4497 -3.9046 -0.06
N 1.3496 -2.7548 1.0701 0.01
N 0.2233 1.7405 -1.1079 0.08
C 0.4028 -0.3862 1.6436 -0.12
C -0.5806 -0.2375 0.5409 0.07
C 1.5474 -1.2914 1.0919 -0.24
C -0.1637 0.2421 -0.7389 -0.20
H 1.4847 -3.1104 2.1442 0.16
H -1.0831 0.1508 -1.3837 0.13
H -1.4809 -0.8527 0.7400 0.16
H 1.2072 1.9267 -1.1182 0.07
H -1.8974 1.2517 1.1944 0.00
H 1.7271 -0.9156 0.1037 0.08
H 0.6697 -0.2971 -1.2441 0.16
H -0.2914 2.4469 -0.5111 0.10
H 0.4734 -3.1233 0.5834 0.11
H 2.4370 -1.0277 1.6352 0.13
H -0.6977 0.3658 -4.8208 0.03
H -0.3813 1.3923 -3.6875 0.04
H -0.0509 -0.9440 2.5141 0.14
H 0.6930 0.4959 2.1035 0.12
H -2.8975 2.2988 1.9325 0.08
```

Most favorable structure: entry i. The second most favorable one is 104.9 kcal/mol above it.

Entry i
Formula: C4H15N2O2
Source: the OMol25 dataset
Level of theory: ωB97M-V/def2-TZVPD

## Properties
Lowest unoccupied orbital energy, Eh: -0.122
Frontier orbital gap, eV: 7.932
HOMO, eV: -11.246
Net charge: +1

Structure (XYZ):
```
23
Properties=species:S:1:pos:R:3:lowdin_charge:R:1
O 1.7968 -2.7561 0.2942 -0.04
O -1.5542 1.8008 -1.5477 -0.06
N 2.2106 1.6768 -1.0448 0.06
N -1.2309 -1.3550 -0.3114 0.15
C 0.7814 0.4453 0.5418 -0.11
C -0.4525 0.3233 1.5104 -0.16
C -1.5900 -0.4713 0.8509 -0.18
C 1.1882 1.6594 -0.0204 -0.12
H -2.2109 0.3101 0.4163 0.10
H 1.7475 -3.5596 -0.1874 0.02
H -0.7365 1.1784 2.0522 0.10
H -2.2134 -1.0831 1.6220 0.16
H 2.4630 0.9052 -1.5477 0.04
H -2.0860 -1.6826 -0.9650 0.24
H 1.1092 -0.3934 0.1652 0.00
H -0.7592 -0.6804 -0.9773 0.15
H 0.8036 2.6311 0.2350 0.11
H 0.0270 -0.2786 2.3194 0.12
H 2.8540 2.4429 -0.9114 0.09
H -1.7691 1.5870 -2.5082 0.10
H 2.1207 -3.2143 1.1114 0.09
H -1.9694 2.5349 -1.1214 0.04
H -0.5302 -2.0209 0.0240 0.13
```

Entry ii
Formula: C4H15N2O2
Source: the OMol25 dataset
Level of theory: ωB97M-V/def2-TZVPD

## Properties
Lowest unoccupied orbital energy, Eh: -0.110
Frontier orbital gap, eV: 9.955
HOMO, eV: -12.940
Net charge: +1

Structure (XYZ):
```
23
Properties=species:S:1:pos:R:3:lowdin_charge:R:1
O 1.1102 0.0539 -1.1473 -0.09
O 3.2063 -0.7132 1.8664 -0.07
N -1.6336 -0.3450 -1.7680 0.19
N -1.0232 0.7079 0.7550 -0.06
C 1.0384 1.3407 -0.5337 -0.22
C 0.3040 1.3143 0.7876 -0.19
C -1.1759 -0.7279 0.6738 -0.20
C -1.9144 -1.2277 -0.5870 -0.11
H 0.1474 2.3565 1.0880 0.14
H -1.7425 -1.0991 1.5389 0.13
H -1.5879 -2.2310 -0.8729 0.13
H 3.9191 -0.1284 1.5576 0.05
H -0.2256 -1.2506 0.7488 0.12
H 0.4868 1.9375 -1.2558 0.12
H 2.0095 1.8088 -0.4271 0.13
H 3.6762 -1.5613 1.8748 0.05
H 0.9516 0.8542 1.5189 0.11
H -2.9857 -1.2700 -0.4388 0.12
H -2.3245 0.4030 -1.8434 0.17
H -0.7237 0.0878 -1.6266 0.10
H -1.6008 1.0963 1.4784 0.12
H -1.6956 -0.8929 -2.6289 0.18
H 1.7840 -0.5137 -0.7588 0.10
```

Entry iii
Formula: C4H15N2O2
Source: the OMol25 dataset
Level of theory: ωB97M-V/def2-TZVPD

## Properties
Lowest unoccupied orbital energy, Eh: -0.276
Frontier orbital gap, eV: 4.628
HOMO, eV: -12.147
Net charge: +1

Structure (XYZ):
```
23
Properties=species:S:1:pos:R:3:lowdin_charge:R:1
O 0.1211 -3.1247 -2.3641 0.01
O -0.8679 3.3531 0.3228 -0.05
N 2.1316 3.0186 -0.1287 0.01
N -1.5697 0.6713 0.4329 0.06
C -0.2385 -1.4424 0.8862 0.18
C -0.3838 -2.9415 -1.0847 -0.22
C -0.4407 0.0216 1.1021 -0.21
C 0.5115 -1.9353 -0.2526 -0.10
H -1.1910 2.4540 0.3827 -0.03
H 1.1826 3.3331 -0.0086 -0.04
H -1.3669 -2.4663 -1.1309 0.13
H 1.4685 -2.3946 0.0536 0.17
H -2.4577 0.3491 0.7932 0.11
H 2.7301 3.6908 -0.5921 0.01
H 0.8206 -3.7833 -2.2996 0.12
H -0.5425 -3.8903 -0.5709 0.14
H -1.4686 4.0809 0.3435 0.04
H 2.6587 2.8872 0.7256 0.00
H -0.4229 -2.0108 1.7980 0.16
H 0.4872 0.5534 0.8434 0.14
H -1.4858 0.5473 -0.5691 0.11
H -0.5483 0.1392 2.1846 0.14
H 0.8725 -1.1104 -0.8672 0.14
```

Entry iv
Formula: C4H15N2O2
Source: the OMol25 dataset
Level of theory: ωB97M-V/def2-TZVPD

## Properties
Lowest unoccupied orbital energy, Eh: -0.301
Frontier orbital gap, eV: 5.850
HOMO, eV: -14.039
Net charge: +1

Structure (XYZ):
```
23
Properties=species:S:1:pos:R:3:lowdin_charge:R:1
O -1.5028 -3.1515 2.2672 -0.06
O 1.7670 -1.2637 0.4711 -0.08
N -0.3598 1.7538 0.1509 0.16
N 2.2951 1.4277 0.3006 0.18
C -0.6459 0.4026 0.2465 -0.24
C -1.4446 0.0374 -2.1581 -0.08
C 1.3684 2.3342 0.2190 -0.15
C -0.5275 -0.4258 -1.0166 -0.23
H 1.1242 2.8471 1.1771 0.19
H -2.4910 0.0076 -1.8553 0.08
H 3.1967 1.8778 0.0911 0.13
H 0.4818 -0.4836 -1.4247 0.10
H -1.3643 -0.6918 -2.9658 0.08
H 1.1438 2.9001 -0.7011 0.15
H -1.5848 0.1847 0.7686 0.15
H -2.2805 -3.1885 2.8335 0.04
H 0.0895 -0.0605 0.9910 0.17
H -1.0982 0.9815 -2.5738 0.07
H -1.1105 -4.0253 2.3244 0.03
H 2.1802 -0.4022 0.2855 -0.02
H -0.9815 2.2863 0.7561 0.13
H 2.4910 -1.8837 0.5802 0.06
H -0.7462 -1.4641 -0.7673 0.12
```

Most favorable structure: entry ii. The second most favorable one is 42.8 kcal/mol above it.

Entry i
Formula: C10H10BrNO
Source: the OMol25 dataset
Level of theory: ωB97M-V/def2-TZVPD

## Properties
Lowest unoccupied orbital energy (alpha / beta), Eh: -0.009 / 0.018
Frontier orbital gap (alpha / beta), eV: 6.845 / 7.591
HOMO (alpha / beta), eV: -7.084 / -7.105

Structure (XYZ):
```
23
Properties=species:S:1:pos:R:3:lowdin_charge:R:1
Br 1.0704 3.3444 -0.0423 0.79
O 2.3348 0.4802 3.0686 0.12
N 0.9225 -0.8395 1.7120 -0.05
C 1.2143 1.4911 0.0101 -0.74
C -2.1094 0.1650 -1.1069 -0.10
C 2.5168 0.8860 -0.2629 -0.17
C -1.0936 -1.5149 0.2701 -0.02
C -0.0826 -0.5964 0.6485 -0.09
C 1.4669 0.1520 2.3330 -0.28
C 0.0013 0.6484 -0.1096 -0.21
C -1.1616 1.0864 -0.7143 -0.05
C -2.0466 -1.1164 -0.6886 -0.10
C 0.8150 -2.0514 2.5200 -0.01
H -1.1685 2.0849 -1.0811 0.07
H -1.1990 -2.4340 0.7892 0.09
H 2.4387 -0.1580 -0.3448 0.05
H -0.0615 -1.8521 3.2751 0.15
H 3.2190 1.1100 0.6530 0.11
H 1.6996 -2.1803 3.0759 0.08
H 0.6222 -2.9321 2.0115 0.06
H 2.8369 1.3765 -1.2752 0.11
H -2.7260 0.4620 -1.8438 0.07
H -2.6014 -1.9554 -1.2053 0.13
```

Entry ii
Formula: C10H10BrNO
Source: the OMol25 dataset
Level of theory: ωB97M-V/def2-TZVPD

## Properties
Lowest unoccupied orbital energy (alpha / beta), Eh: -0.036 / -0.036
Frontier orbital gap (alpha / beta), eV: 8.159 / 8.159
HOMO (alpha / beta), eV: -9.137 / -9.138
Structure (SMILES): CC/C(Br)=C(\N=O)c1ccccc1

Structure (XYZ):
```
23
Properties=species:S:1:pos:R:3:lowdin_charge:R:1
Br 1.2577 1.3235 -1.0799 0.85
O -1.1833 -2.3683 1.3777 0.00
N -0.3284 -2.1354 0.4918 0.01
C 0.2930 0.6399 2.2267 -0.07
C -0.0952 1.5702 3.1809 -0.08
C 0.9287 -0.5405 -0.7002 -0.52
C -1.2616 2.1948 3.0112 -0.08
C 1.8361 -1.2517 -2.8886 -0.15
C 1.7880 -1.4446 -1.4188 -0.32
C -2.1267 1.9420 1.9001 -0.05
C 0.0420 -0.8118 0.2723 -0.28
C -1.8009 0.9389 1.0401 -0.02
C -0.5024 0.3140 1.1908 -0.24
H -3.0026 2.5163 1.7683 0.09
H 1.5064 -2.4986 -1.2105 0.13
H 0.5547 1.8871 3.9460 0.10
H -1.4355 2.7775 3.8464 0.08
H 1.1320 -0.0557 2.2423 0.13
H 0.8483 -1.4489 -3.4152 0.11
H 2.8189 -1.3991 -1.1537 0.12
H -2.5511 0.7173 0.3441 0.10
H 2.1245 -0.1700 -3.0467 0.04
H 2.4948 -1.7930 -3.5080 0.05
```

Most favorable structure: entry ii. The second most favorable one is 3.2 kcal/mol above it.

Entry i
Formula: C11H14FN
Source: the OMol25 dataset
Level of theory: ωB97M-V/def2-TZVPD

## Properties
Lowest unoccupied orbital energy, Eh: 0.030
Frontier orbital gap, eV: 8.536
HOMO, eV: -7.707
Structure (SMILES): CN1CC(C)(C)c2c(F)cccc21

Structure (XYZ):
```
27
Properties=species:S:1:pos:R:3:lowdin_charge:R:1
F -0.7426 -3.2352 0.0001 0.04
N 0.4317 1.1111 0.5666 -0.12
C 1.2013 -1.0339 -1.6201 -0.04
C -0.6591 -2.2153 0.9385 -0.20
C -0.3692 -0.9904 0.4029 -0.05
C -0.0351 0.0466 1.2304 -0.20
C -0.7881 -1.3279 3.1084 -0.09
C -0.8180 -2.4515 2.2849 -0.04
C 0.1131 0.9873 -0.8615 -0.10
C -0.1144 -0.5432 -1.0590 -0.43
C 0.5393 2.4492 1.0522 -0.07
C -1.2566 -0.7096 -2.0590 -0.02
C -0.2553 -0.1117 2.6414 0.00
H 0.7954 2.5343 2.1118 0.08
H -0.9531 -1.6571 -2.6346 0.11
H -0.4274 3.0227 0.8676 0.10
H -0.3039 0.7338 3.2497 0.07
H 0.8046 1.2462 -1.5954 0.10
H -1.1438 -1.4125 4.1516 0.11
H 1.3829 -2.0714 -1.4367 0.08
H 1.3080 3.1211 0.5812 0.10
H 1.2002 -0.9339 -2.7154 0.10
H -0.8102 1.6377 -1.1027 0.15
H 1.9531 -0.4672 -1.0484 0.10
H -1.1682 -3.3935 2.7082 0.12
H -1.3185 0.0368 -2.7539 0.05
H -2.1286 -1.0500 -1.6624 0.05
```

Entry ii
Formula: C11H14FN
Source: the OMol25 dataset
Level of theory: ωB97M-V/def2-TZVPD

## Properties
Lowest unoccupied orbital energy, Eh: 0.032
Frontier orbital gap, eV: 9.713
HOMO, eV: -8.840
Structure (SMILES): CC1(C)N(F)[C@]1(C)c1ccccc1

Structure (XYZ):
```
27
Properties=species:S:1:pos:R:3:lowdin_charge:R:1
F -2.4571 -1.7777 -0.1298 -0.05
N -1.4332 -1.1811 0.5822 0.06
C 1.4861 -1.4975 0.4143 -0.01
C 2.8727 0.8447 -0.2604 -0.09
C 2.8080 -1.3594 0.7216 -0.08
C 1.5402 0.7501 -0.6239 -0.05
C -0.9815 1.0381 1.6942 0.00
C -0.6617 -0.4266 -0.3740 -0.28
C -2.9153 0.8449 0.1644 -0.02
C -1.0018 -0.5617 -2.0445 0.04
C 3.4510 -0.1495 0.4550 -0.10
C -1.5876 0.2631 0.5702 -0.48
C 0.8450 -0.3965 -0.3076 -0.16
H 3.3892 1.7308 -0.5855 0.11
H -3.5630 0.3971 -0.6911 0.12
H -0.4932 1.9496 1.1084 0.14
H -0.5044 -1.4419 -2.4116 0.07
H -1.7828 1.3284 2.4548 0.12
H 1.1806 1.5515 -1.2244 0.11
H -2.0227 -0.5262 -2.3788 0.05
H 3.3024 -2.2470 1.1559 0.12
H -3.5630 0.7349 0.9627 0.05
H -0.1462 0.4614 1.9580 0.06
H -0.5136 0.2391 -2.5460 0.05
H 1.0495 -2.4033 0.6389 0.09
H -2.7563 1.8488 -0.0464 0.06
H 4.4585 -0.0142 0.7434 0.09
```

Most favorable structure: entry i. The second most favorable one is 67.2 kcal/mol above it.